(1)
Below is a 2-piece molecular cluster, C3H5F2NO overall, with properties calculated with ωB97M-V/def2-TZVPD.

**Multiplicity**: 1
**Electronic energy**: -446.85185 hartree

Last columns: bonded neighbours and bond lengths (Å).
Cartesian coordinates (Å):
1 C -1.4555 -0.9284 0.3020  C2 1.339, C3 1.397, H12 1.143
2 C -2.3274 0.0364 -0.0182  C1 1.339, F6 1.273, F7 1.314
3 C -0.2053 -0.6856 0.8758  C1 1.397, H9 1.101, H10 1.111
4 N 2.8184 0.9074 -0.7363  O5 1.316, H8 0.995, H11 1.043
5 O 2.2217 0.0888 0.1041  N4 1.316
6 F -3.3922 -0.0967 -0.7023  C2 1.273
7 F -2.1175 1.3160 0.1935  C2 1.314
8 H 2.1672 1.6481 -0.8714  N4 0.995
9 H 0.6841 -1.2973 1.0916  C3 1.101
10 H -0.1015 0.3274 1.3191  C3 1.111
11 H 3.4889 0.6436 -1.4907  N4 1.043
12 H -1.7808 -1.9596 -0.0672  C1 1.143

=====

(2)
Below is one molecule with the formula C3H5F3, with properties calculated with ωB97M-V/def2-TZVPD.

**Multiplicity**: 1
**Electronic energy**: -416.89881 hartree
**SMILES**: C[C@H](F)C(F)F

Last columns: bonded neighbours and bond lengths (Å).
Cartesian coordinates (Å):
1 C 0.4959 -0.2622 -1.1717  C2 1.557, H7 1.078, H8 1.092, H9 1.091
2 C 0.3732 0.5030 0.1790  C1 1.557, F3 1.431, C4 1.529, H10 1.063
3 F 1.5941 0.3093 0.8998  C2 1.431
4 C -0.8059 -0.0347 0.9908  C2 1.529, F5 1.339, F6 1.436, H11 1.120
5 F -1.8876 0.6688 0.6325  C4 1.339
6 F -0.9852 -1.4322 0.7151  C4 1.436
7 H 1.2620 0.2035 -1.7704  C1 1.078
8 H -0.4969 -0.1931 -1.6207  C1 1.092
9 H 0.8037 -1.2942 -0.9967  C1 1.091
10 H 0.3075 1.5552 0.0408  C2 1.063
11 H -0.6608 -0.0233 2.1015  C4 1.120